{"formula": "C14H25BN6SiV", "method": "ωB97M-V/def2-TZVPD", "homo_lumo_gap_ev": [8.08, 6.09], "homo_energy_ev": [-7.33, -8.14], "e_above_lowest_kcal_mol": 5.03, "e_lumo_ev": [0.74, -2.05], "spin_multiplicity": 4, "total_energy_ev": -58103.4503, "symbols": ["H", "N", "B", "N", "C", "V", "H", "C", "H", "C", "H", "C", "H", "H", "H", "N", "N", "N", "N", "C", "C", "H", "H", "C", "C", "C", "C", "H", "H", "H", "H", "H", "C", "Si", "C", "C", "C", "H", "H", "H", "H", "H", "H", "H", "H", "H", "H", "H"], "xyz": [[2.495, -1.645, 0.595], [1.542, -0.173, -0.613], [1.033, 1.660, -2.303], [1.856, 0.415, -1.831], [2.959, -0.180, -2.320], [-0.136, 0.491, 0.549], [3.349, 0.114, -3.282], [3.394, -1.130, -1.402], [4.244, -1.784, -1.486], [2.495, -1.083, -0.331], [1.553, 2.154, -3.289], [-1.550, 1.145, 1.586], [-1.892, 0.378, 2.295], [-2.214, 1.303, 0.733], [-1.031, 2.027, 2.022], [1.044, 2.650, -1.115], [-0.445, 1.263, -2.585], [0.484, 2.247, 0.110], [-1.211, 0.792, -1.521], [1.565, 3.876, -0.989], [-1.203, 1.356, -3.706], [2.049, 4.326, -1.837], [-0.749, 1.674, -4.648], [1.374, 4.314, 0.319], [-2.494, 0.932, -3.386], [0.728, 3.281, 0.991], [-2.461, 0.619, -2.000], [1.677, 5.257, 0.746], [-3.346, 0.848, -4.051], [0.433, 3.212, 2.018], [-3.271, 0.271, -1.370], [0.886, -0.215, 1.548], [0.597, -3.938, 0.762], [-0.479, -2.649, 1.605], [-1.976, -3.557, 2.297], [0.467, -1.888, 3.032], [-1.024, -1.386, 0.332], [1.035, -4.612, 1.512], [1.417, -3.492, 0.185], [-0.005, -4.548, 0.075], [-1.666, -4.275, 3.070], [-2.701, -2.869, 2.751], [-2.498, -4.124, 1.513], [1.396, -1.416, 2.695], [-0.130, -1.107, 3.513], [0.715, -2.676, 3.755], [-0.742, -1.703, -0.694], [-2.108, -1.180, 0.322]], "mulliken_spin": [0.004, -0.038, 0.005, 0.009, 0.018, 2.201, 0.001, -0.002, 0.000, 0.012, 0.000, -0.029, 0.020, -0.003, 0.003, 0.003, 0.011, 0.020, -0.029, 0.040, 0.005, 0.003, 0.000, -0.002, 0.000, 0.075, -0.002, 0.001, 0.000, 0.000, 0.002, -0.074, 0.014, 0.007, 0.028, -0.003, 0.648, 0.003, -0.001, 0.002, 0.004, -0.002, 0.001, 0.003, 0.001, -0.002, 0.018, 0.027]}



{"formula": "C14H25Cl4O2P2", "method": "ωB97M-V/def2-TZVPD", "charge": 1, "homo_lumo_gap_ev": 9.27, "homo_energy_ev": -11.93, "e_lumo_ev": -2.66, "total_energy_ev": -87676.9030, "symbols": ["C", "C", "C", "P", "C", "C", "C", "C", "O", "C", "C", "O", "P", "C", "C", "C", "C", "H", "H", "H", "H", "H", "H", "H", "H", "H", "H", "H", "H", "H", "H", "H", "H", "H", "H", "H", "H", "H", "H", "H", "H", "H", "C", "Cl", "Cl", "Cl", "Cl"], "xyz": [[2.841, 2.399, -2.559], [1.646, 2.430, -2.530], [0.191, 2.446, -2.454], [-0.554, 0.761, -2.174], [0.712, -0.503, -1.792], [0.929, -0.809, -0.295], [-0.067, -1.862, 0.248], [0.220, -2.148, 1.718], [-0.144, -1.001, 2.498], [0.910, -0.332, 3.042], [1.913, -1.049, 3.953], [1.050, 0.836, 2.855], [-2.215, 0.846, -0.789], [-1.665, 1.306, 0.924], [-2.328, 2.589, 1.514], [-3.375, 2.091, -1.525], [-3.486, 1.990, -3.061], [3.896, 2.464, -2.630], [-0.171, 2.805, -3.425], [-0.195, 3.161, -1.727], [-1.117, 0.400, -3.414], [1.664, -0.159, -2.206], [0.456, -1.430, -2.311], [1.907, -1.301, -0.229], [0.995, 0.076, 0.340], [0.096, -2.754, -0.364], [-1.108, -1.543, 0.154], [-0.435, -2.963, 2.038], [1.247, -2.485, 1.864], [1.974, -0.438, 4.850], [2.879, -1.034, 3.449], [1.582, -2.056, 4.205], [-1.952, 0.471, 1.560], [-0.585, 1.411, 1.020], [-1.549, 3.117, 2.070], [-2.700, 3.296, 0.777], [-3.071, 2.300, 2.254], [-4.346, 2.102, -1.033], [-2.949, 3.084, -1.328], [-4.324, 2.623, -3.355], [-3.687, 0.968, -3.388], [-2.608, 2.398, -3.563], [3.507, -4.906, 0.964], [5.094, -5.584, 0.611], [2.714, -4.433, -0.551], [2.517, -6.105, 1.797], [3.691, -3.476, 1.995]], "nbo_charge": [-0.216, 0.033, -0.814, 0.938, -0.711, -0.420, -0.425, -0.088, -0.539, 0.817, -0.738, -0.571, 0.540, -0.704, -0.618, -0.686, -0.616, 0.254, 0.282, 0.278, 0.056, 0.287, 0.265, 0.232, 0.230, 0.220, 0.218, 0.204, 0.199, 0.261, 0.241, 0.228, 0.264, 0.265, 0.237, 0.207, 0.230, 0.266, 0.219, 0.246, 0.219, 0.197, -0.225, 0.087, 0.034, 0.075, 0.041]}



{"formula": "C14H25F6NO5SSi", "method": "ωB97M-V/def2-TZVPD", "smiles": "CCSC[SiH2]N(C)C(C)=O.CCOC(=O)C(F)(F)F.CCOC(=O)C(F)(F)F", "homo_lumo_gap_ev": 9.16, "homo_energy_ev": -8.68, "e_above_lowest_kcal_mol": 0.00, "e_lumo_ev": 0.48, "total_energy_ev": -61670.2855, "symbols": ["C", "C", "S", "C", "Si", "N", "C", "C", "C", "O", "H", "H", "H", "H", "H", "H", "H", "H", "H", "H", "H", "H", "H", "H", "H", "C", "C", "O", "C", "O", "C", "F", "F", "F", "H", "H", "H", "H", "H", "C", "C", "O", "C", "O", "C", "F", "F", "F", "H", "H", "H", "H", "H"], "xyz": [[2.195, -1.579, 4.433], [1.427, -2.028, 3.195], [1.185, -0.608, 2.110], [0.689, -1.406, 0.564], [1.999, -2.449, -0.285], [1.983, -4.166, 0.120], [3.173, -4.710, 0.793], [0.735, -4.633, 0.539], [0.576, -5.301, 1.888], [-0.236, -4.458, -0.164], [3.223, -1.326, 4.172], [1.733, -0.698, 4.881], [2.211, -2.374, 5.179], [0.468, -2.470, 3.472], [1.999, -2.791, 2.659], [-0.273, -1.915, 0.662], [0.523, -0.557, -0.109], [3.328, -1.884, 0.018], [1.761, -2.327, -1.741], [4.056, -4.413, 0.229], [3.139, -5.798, 0.788], [3.309, -4.359, 1.821], [-0.011, -6.208, 1.750], [1.500, -5.546, 2.403], [-0.013, -4.625, 2.509], [-2.189, -1.644, -3.111], [-2.283, -0.267, -2.497], [-1.340, 0.650, -3.103], [-1.706, 1.186, -4.256], [-2.731, 1.021, -4.847], [-0.602, 2.151, -4.747], [0.611, 1.600, -4.659], [-0.609, 3.257, -3.978], [-0.816, 2.512, -6.004], [-1.167, -2.018, -3.044], [-2.844, -2.331, -2.578], [-2.483, -1.630, -4.160], [-2.005, -0.294, -1.446], [-3.290, 0.142, -2.580], [-0.375, 5.049, -1.236], [-1.343, 4.301, -0.349], [-1.202, 4.690, 1.039], [-1.803, 5.815, 1.389], [-2.458, 6.539, 0.700], [-1.579, 6.075, 2.899], [-0.300, 5.894, 3.243], [-2.329, 5.227, 3.618], [-1.929, 7.317, 3.214], [0.649, 4.905, -0.890], [-0.455, 4.677, -2.255], [-0.589, 6.117, -1.240], [-1.136, 3.233, -0.350], [-2.376, 4.457, -0.657]], "nbo_charge": [-0.615, -0.528, 0.215, -1.035, 1.326, -0.838, -0.415, 0.703, -0.730, -0.597, 0.215, 0.217, 0.214, 0.204, 0.193, 0.254, 0.258, -0.176, -0.186, 0.217, 0.208, 0.183, 0.249, 0.218, 0.245, -0.641, -0.078, -0.482, 0.694, -0.538, 0.900, -0.306, -0.323, -0.295, 0.223, 0.229, 0.223, 0.195, 0.200, -0.643, -0.076, -0.478, 0.694, -0.543, 0.898, -0.308, -0.312, -0.300, 0.216, 0.233, 0.224, 0.195, 0.199]}



{"formula": "C14H25FN2O6", "method": "ωB97M-V/def2-TZVPD", "charge": -1, "homo_lumo_gap_ev": [6.38, 6.37], "homo_energy_ev": [-4.26, -4.26], "e_lumo_ev": [2.12, 2.12], "spin_multiplicity": 2, "total_energy_ev": -32895.3961, "symbols": ["C", "C", "O", "O", "C", "C", "C", "C", "F", "C", "C", "C", "C", "N", "O", "C", "C", "C", "C", "H", "H", "H", "H", "H", "H", "H", "H", "H", "H", "H", "H", "H", "H", "H", "H", "H", "H", "H", "H", "H", "H", "H", "H", "H", "N", "O", "O", "O"], "xyz": [[4.166, 1.336, 1.730], [3.078, 2.501, 1.290], [2.724, 3.403, 2.226], [2.570, 2.545, -0.091], [1.143, 2.200, -0.149], [0.844, 0.734, -0.898], [1.948, 0.517, -2.088], [3.361, -0.171, -1.626], [1.457, -0.248, -3.266], [0.872, -0.383, 0.300], [-0.656, -0.841, 0.724], [-0.443, -2.142, 1.755], [-1.487, 0.270, 1.595], [-1.364, -1.392, -0.484], [-2.566, -1.952, -0.142], [-1.594, -0.395, -1.583], [-1.534, -1.262, -3.012], [-3.158, 0.197, -1.531], [-0.617, 0.906, -1.618], [4.157, 1.118, 2.882], [5.242, 1.659, 1.355], [3.863, 0.322, 1.195], [0.627, 3.033, -0.826], [0.603, 2.267, 0.896], [2.214, 1.604, -2.501], [3.996, -0.322, -2.625], [4.028, 0.566, -0.965], [3.268, -1.239, -1.151], [1.439, -1.388, 0.020], [1.330, 0.133, 1.272], [0.235, -2.892, 1.159], [-1.456, -2.592, 2.131], [0.178, -1.765, 2.678], [-2.651, 0.011, 1.639], [-1.116, 0.148, 2.723], [-1.361, 1.381, 1.231], [-2.599, -1.744, -3.154], [-0.689, -2.066, -2.861], [-1.226, -0.532, -3.888], [-3.171, 1.057, -2.358], [-3.398, 0.729, -0.516], [-3.955, -0.587, -1.879], [-1.188, 1.781, -1.041], [-0.495, 1.319, -2.731], [-4.155, -1.955, 3.545], [-3.853, -0.754, 3.444], [-4.999, -2.450, 2.780], [-3.612, -2.661, 4.411]], "mulliken_spin": [0.000, 0.000, 0.000, 0.000, 0.000, -0.005, 0.004, 0.000, 0.000, 0.020, 0.007, -0.001, 0.030, 0.268, 0.647, 0.014, 0.010, 0.013, 0.010, 0.000, 0.000, 0.000, 0.000, 0.000, 0.000, 0.000, 0.000, 0.000, 0.001, 0.000, -0.003, 0.000, 0.000, -0.008, 0.000, -0.001, -0.001, -0.003, 0.001, -0.002, 0.002, -0.003, -0.001, 0.002, 0.000, 0.000, 0.000, 0.000]}



{"formula": "C14H25FN3O2S", "method": "ωB97M-V/def2-TZVPD", "charge": 1, "homo_lumo_gap_ev": 9.57, "homo_energy_ev": -12.04, "e_lumo_ev": -2.47, "total_energy_ev": -37034.0836, "symbols": ["O", "S", "O", "F", "N", "C", "C", "C", "C", "C", "N", "H", "H", "H", "H", "H", "C", "C", "C", "C", "N", "C", "C", "C", "C", "C", "H", "H", "H", "H", "H", "H", "H", "H", "H", "H", "H", "H", "H", "H", "H", "H", "H", "H", "H", "H"], "xyz": [[-0.075, -4.986, -0.348], [-1.332, -5.495, -0.864], [-1.198, -6.467, -1.912], [-2.040, -6.253, 0.402], [-2.415, -4.245, -1.229], [-1.899, -3.407, -2.329], [-1.913, -4.038, -3.631], [-1.404, -3.222, -4.749], [-1.006, -1.874, -4.328], [-1.082, -1.365, -2.982], [-1.526, -2.179, -1.952], [-2.441, -3.669, -0.373], [-2.265, -5.082, -3.780], [-1.342, -3.590, -5.791], [-0.634, -1.178, -5.119], [-0.780, -0.312, -2.760], [2.221, 4.219, 2.664], [2.439, 2.719, 2.829], [2.546, 1.929, 1.516], [1.563, 2.239, 0.392], [0.100, 1.820, 0.534], [-0.124, 0.362, 0.146], [0.116, -0.414, 1.427], [-0.336, 0.517, 2.549], [-0.521, 1.893, 1.918], [-0.684, 2.716, -0.399], [1.362, 4.452, 2.031], [2.030, 4.675, 3.637], [3.104, 4.697, 2.235], [1.654, 2.305, 3.464], [3.361, 2.561, 3.394], [2.573, 0.861, 1.739], [3.537, 2.152, 1.107], [1.913, 1.754, -0.523], [1.576, 3.308, 0.182], [-1.165, 0.260, -0.167], [0.534, 0.081, -0.675], [1.170, -0.666, 1.535], [-0.428, -1.359, 1.436], [0.391, 0.528, 3.361], [-1.277, 0.179, 2.986], [-0.120, 2.735, 2.474], [-1.589, 2.074, 1.783], [-0.290, 2.590, -1.406], [-0.571, 3.745, -0.062], [-1.734, 2.429, -0.366]], "nbo_charge": [-0.896, 2.446, -0.870, -0.465, -0.815, 0.325, -0.239, -0.136, -0.254, 0.014, -0.467, 0.416, 0.270, 0.251, 0.230, 0.193, -0.618, -0.404, -0.434, -0.211, -0.217, -0.215, -0.417, -0.436, -0.221, -0.394, 0.180, 0.235, 0.223, 0.191, 0.233, 0.221, 0.244, 0.228, 0.227, 0.229, 0.237, 0.223, 0.254, 0.235, 0.241, 0.245, 0.226, 0.229, 0.231, 0.229]}